Density functional theory data (ωB97M-V with the def2-TZVPD basis set) for a structure of composition FH5NiO3S2Si2.

The calculation puts the HOMO-LUMO gap (alpha / beta) at 9.4860 / 4.2330 eV. Its HOMO energy (alpha / beta) is -18.2 / -17.4 eV. The value obtained for the molar mass is 251.0 u. As for the total charge: +2. Its spin multiplicity is 3. As for the expectation value of S²: 2.005.

CARTESIAN COORDINATES (ANGSTROEM)
O 1.71197 1.77159 0.72068
S 1.59131 0.56573 -0.14862
O 1.50715 0.88131 -1.56804
F 2.90635 -0.40602 0.04156
Si -0.11398 -0.72471 0.47767
S 0.63824 -2.80673 0.57667
O -1.23534 -0.71072 -0.76036
Si -2.63579 0.29634 -0.46108
H -0.65146 -0.30829 1.78341
H 1.69698 -2.79138 -0.30958
H -3.82565 -0.55942 -0.55457
H -2.59880 0.95133 0.84999
H -2.69624 1.26152 -1.57577
Ni 3.70525 2.57945 0.92801